(1)
This record from the OMol25 dataset describes a structure of composition C6H18BeN3O15 at a distorted geometry. The level of theory is the ωB97M-V functional and the def2-TZVPD basis.

XYZ file:
```
43
C6H18BeN3O15, DFT the ωB97M-V functional and the def2-TZVPD basis
Be -0.049 0.820 -0.027
N -0.112 3.604 -1.914
O 0.602 2.664 -1.426
O -0.916 4.228 -1.227
O 0.036 3.875 -3.126
N -2.812 0.364 2.050
O -3.250 0.876 3.078
O -1.746 0.811 1.528
O -3.394 -0.618 1.517
N 1.338 2.345 2.901
O 0.769 3.178 3.604
O 0.833 1.973 1.806
O 2.441 1.854 3.253
C 2.357 0.361 -2.191
C 3.006 -0.061 -0.925
O 2.443 0.691 0.156
O 0.987 0.085 -2.088
H 2.849 -0.087 -3.057
H 2.520 1.447 -2.180
H 4.087 0.080 -0.892
H 2.839 -1.130 -0.723
H 3.192 1.106 0.592
H 0.593 0.231 -2.950
C -0.557 -2.098 1.876
C -0.154 -3.545 2.022
O 0.817 -3.828 3.029
O 0.410 -1.280 1.221
H -0.748 -1.702 2.879
H -1.518 -2.016 1.369
H 0.229 -3.960 1.076
H -1.058 -4.121 2.228
H 1.649 -3.478 2.696
H 1.227 -1.295 1.731
C -1.871 -0.894 -1.831
C -2.015 0.494 -2.408
O -2.066 1.379 -1.329
O -1.028 -0.728 -0.686
H -1.428 -1.557 -2.581
H -2.852 -1.304 -1.575
H -2.895 0.661 -3.028
H -1.114 0.724 -2.966
H -2.971 1.446 -1.008
H -0.671 -1.594 -0.472
```

Output
- Charge: -1
- Orbital gap: 7.1 eV
- ΔE to the lowest compared entry with this formula, charge and spin: 0.0 kcal/mol
- E_LUMO: 1.82 eV

Atom charges from the natural (NBO) analysis, given in e for atoms 1 to 8:
1. Be 1.681
2. N 0.716
3. O -0.652
4. O -0.452
5. O -0.532
6. N 0.717
7. O -0.456
8. O -0.616

***

(2)
This record from the OMol25 dataset describes a structure of composition C6H18BrIMnNO6 at a distorted geometry. The level of theory is the ωB97M-V functional and the def2-TZVPD basis.

XYZ file:
```
34
C6H18BrIMnNO6, DFT the ωB97M-V functional and the def2-TZVPD basis
Mn -0.443 0.177 -0.035
Br -0.957 -2.693 1.872
N 0.316 2.821 3.436
O -0.361 3.785 3.581
O 1.180 2.878 4.288
O 0.238 1.866 2.599
I -0.311 3.210 -2.201
C 4.349 -0.124 1.743
C 3.750 -0.998 0.587
O 2.810 -0.148 -0.097
H 4.899 0.762 1.426
H 4.968 -0.861 2.254
H 3.544 0.238 2.383
H 3.219 -1.830 1.050
H 4.508 -1.288 -0.141
H 3.333 0.265 -0.788
C -5.304 2.505 0.958
C -4.415 1.321 1.291
O -3.816 0.760 0.208
H -5.955 2.736 1.802
H -6.047 2.295 0.188
H -4.723 3.356 0.601
H -4.956 0.606 1.910
H -3.694 1.686 2.021
H -4.489 0.149 -0.101
C 1.657 -2.575 -3.944
C 0.647 -2.886 -2.877
O -0.149 -1.814 -2.568
H 2.333 -3.403 -4.159
H 2.248 -1.670 -3.804
H 1.161 -2.329 -4.883
H 1.178 -3.352 -2.047
H -0.020 -3.687 -3.197
H -0.695 -1.759 -3.356
```

Output
- Charge: -1
- Multiplicity: 6
- Orbital gap (spin up / spin down): 4.4 / 4.6 eV
- ΔE to the lowest compared entry with this formula, charge and spin: 146.8 kcal/mol
- E_LUMO (spin up / spin down): 0.02 / 0.20 eV

Atom charges from the natural (NBO) analysis, given in e for atoms 1 to 8:
1. Mn 1.496
2. Br -0.810
3. N 0.723
4. O -0.502
5. O -0.545
6. O -0.645
7. I -0.746
8. C -0.633

***

(3)
This record from the OMol25 dataset describes a structure of composition C6H18F11KN4OPTe at a distorted geometry. The level of theory is the ωB97M-V functional and the def2-TZVPD basis.

XYZ file:
```
43
C6H18F11KN4OPTe, DFT the ωB97M-V functional and the def2-TZVPD basis
K 6.693 8.617 6.330
N 3.905 7.740 6.697
C 3.597 8.728 7.771
C 4.536 8.400 8.892
N 4.719 9.608 9.726
C 4.104 9.677 10.915
C 5.248 8.608 12.269
N 4.691 7.352 12.464
C 5.646 10.711 9.371
C 7.147 10.389 9.640
N 7.571 9.179 9.017
H 3.746 8.147 5.783
H 3.198 7.013 6.697
H 2.522 8.616 8.146
H 3.780 9.781 7.366
H 5.434 8.055 8.459
H 3.979 7.628 9.502
H 3.364 8.937 11.153
H 4.084 10.693 11.298
H 5.401 9.278 13.104
H 6.097 8.617 11.658
H 3.967 7.185 13.158
H 4.932 6.632 11.785
H 5.326 11.663 9.811
H 5.405 10.881 8.253
H 7.445 10.490 10.677
H 7.684 11.205 9.064
H 7.632 8.404 9.641
H 8.495 9.333 8.614
F 6.970 6.129 7.951
Te 6.743 5.197 9.644
F 8.531 4.602 9.718
F 6.513 3.706 8.620
F 6.538 4.131 11.129
F 4.882 5.520 9.529
O 7.131 6.744 10.480
F 7.428 11.060 5.370
P 6.105 11.606 4.559
F 4.866 12.217 3.670
F 5.740 12.521 5.805
F 6.558 10.511 3.392
F 5.112 10.435 5.073
F 7.085 12.797 4.020
```

Output
- Multiplicity: 2
- Orbital gap (spin up / spin down): 8.8 / 8.1 eV
- ΔE to the lowest compared entry with this formula, charge and spin: 13.9 kcal/mol
- E_LUMO (spin up / spin down): -0.45 / -2.53 eV

Atom charges from the natural (NBO) analysis, given in e for atoms 1 to 8:
1. K 0.959
2. N -0.870
3. C -0.245
4. C -0.253
5. N -0.283
6. C -0.135
7. C -0.123
8. N -0.738

***

(4)
This record from the OMol25 dataset describes a structure of composition C6H18HfINO2SSb at a distorted geometry. The level of theory is the ωB97M-V functional and the def2-TZVPD basis.

XYZ file:
```
31
C6H18HfINO2SSb, DFT the ωB97M-V functional and the def2-TZVPD basis
C -2.938 -2.640 1.160
C -2.077 -1.601 0.374
C -0.697 -1.456 0.985
I -1.044 -0.989 3.091
Sb 0.507 0.265 0.176
C 1.967 1.956 -0.552
N 1.865 3.096 0.090
C 2.103 3.086 1.532
C 1.308 -0.942 -1.501
S 0.326 -0.820 -2.994
O 0.675 -1.886 -3.850
O 0.581 0.449 -3.587
H -2.328 -3.417 1.620
H -3.549 -2.127 1.926
H -3.665 -3.113 0.489
H -2.607 -0.598 0.418
H -1.998 -1.977 -0.652
H -0.115 -2.378 0.969
H -0.807 0.776 -0.895
H -0.159 1.309 1.397
H 1.808 -0.277 1.227
H 2.978 1.538 -0.441
H 1.782 2.141 -1.627
H 1.018 3.611 -0.163
H 1.151 3.309 2.037
H 2.464 2.129 1.909
H 2.786 3.885 1.847
H 1.394 -2.007 -1.254
H 2.303 -0.584 -1.784
H -1.002 -0.940 -2.667
Hf -4.026 0.334 0.615
```

Output
- Charge: +3
- Orbital gap: 4.6 eV
- E_LUMO: -13.81 eV

Atom charges from the natural (NBO) analysis, given in e for atoms 1 to 8:
1. C -0.659
2. C -0.310
3. C -0.610
4. I 0.310
5. Sb 1.039
6. C -0.204
7. N -0.255
8. C -0.475

***

(5)
This record from the OMol25 dataset describes a cluster of 2 separate species, C6H18N2 in total at a distorted geometry. The level of theory is the ωB97M-V functional and the def2-TZVPD basis.

XYZ file:
```
26
C6H18N2, DFT the ωB97M-V functional and the def2-TZVPD basis
C -2.341 -1.355 1.360
C -2.618 -0.222 0.423
N -1.632 0.818 0.667
C -1.936 1.997 -0.158
H -2.913 -2.289 1.231
H -2.484 -0.995 2.393
H -1.271 -1.575 1.209
H -3.658 0.113 0.605
H -2.552 -0.560 -0.629
H -1.640 1.045 1.670
H -1.270 2.782 0.238
H -2.964 2.395 -0.200
H -1.614 1.746 -1.182
C 3.629 -0.992 -0.380
C 2.366 -0.422 0.241
N 1.149 -0.598 -0.524
C 1.207 0.338 -1.621
H 3.531 -1.972 -0.877
H 4.340 -1.092 0.457
H 4.037 -0.269 -1.106
H 2.531 0.627 0.556
H 2.197 -1.025 1.154
H 0.324 -0.401 0.056
H 0.453 0.164 -2.407
H 2.189 0.484 -2.100
H 0.940 1.259 -1.076
```

Output
- Orbital gap: 9.3 eV
- ΔE to the lowest compared entry with this formula, charge and spin: 16.4 kcal/mol
- E_LUMO: 1.07 eV

Atom charges from the natural (NBO) analysis, given in e for atoms 1 to 8:
1. C -0.613
2. C -0.223
3. N -0.632
4. C -0.420
5. H 0.220
6. H 0.195
7. H 0.211
8. H 0.160

***

(6)
This record from the OMol25 dataset describes a cluster of 2 separate species, C6H18N4OP2 in total at a distorted geometry. The level of theory is the ωB97M-V functional and the def2-TZVPD basis.

XYZ file:
```
31
C6H18N4OP2, DFT the ωB97M-V functional and the def2-TZVPD basis
C -2.092 -2.424 -0.602
C -0.229 -1.373 -1.607
C -1.728 2.343 1.074
C -1.364 1.870 -1.227
C 3.373 -0.293 -0.146
C 2.091 -0.629 1.982
N -1.991 -0.509 2.035
N -1.388 -1.121 -0.768
N -1.438 1.365 0.050
N 2.537 0.149 0.898
O 1.654 1.950 -0.706
P 1.570 1.501 0.693
P -1.472 -0.159 0.706
H -1.413 -3.228 -0.432
H -2.721 -2.359 0.249
H -2.814 -2.786 -1.383
H 0.648 -1.770 -1.059
H -0.511 -2.114 -2.391
H 0.145 -0.401 -2.120
H -1.730 1.802 1.976
H -1.002 3.120 0.892
H -2.702 2.761 1.069
H -2.267 2.411 -1.578
H -0.598 2.596 -1.311
H -1.320 1.016 -2.008
H 3.291 -1.274 -0.430
H 3.343 0.448 -1.035
H 4.422 -0.281 0.108
H 1.859 -0.056 2.926
H 1.099 -1.083 1.803
H 2.749 -1.471 2.341
```

Output
- Multiplicity: 3
- Orbital gap (spin up / spin down): 5.7 / 4.2 eV
- E_LUMO (spin up / spin down): 0.22 / -3.92 eV

Atom charges from the natural (NBO) analysis, given in e for atoms 1 to 8:
1. C -0.422
2. C -0.418
3. C -0.435
4. C -0.435
5. C -0.419
6. C -0.439
7. N -1.076
8. N -0.776

***

Question: Number 3 is which compound?
Answer: C6H18F11KN4OPTe